a:
ORCA calculation (ωB97M-V/def2-TZVPD) on a molecular structure, C6H10O2.

For the LUMO energy, the calculation gives 0.92 eV.

Positions of all 18 atoms, in Å:
1 O 1.411 -0.724 -0.668
2 O 0.331 1.687 -0.153
3 C -0.741 -0.178 0.038
4 C -2.003 -0.782 0.568
5 C 0.421 0.655 0.798
6 C 0.100 -1.202 -0.678
7 C -0.850 1.100 -0.689
8 C 1.625 -0.305 0.697
9 H 0.123 0.990 1.774
10 H -2.240 -1.612 0.025
11 H -2.783 -0.031 0.573
12 H 1.763 -1.111 1.529
13 H -1.667 1.749 -0.339
14 H -0.104 -2.175 -0.215
15 H -0.221 -1.300 -1.691
16 H -1.725 -1.189 1.495
17 H 2.489 0.225 0.738
18 H -0.885 1.021 -1.724

***

b:
ORCA calculation (ωB97M-V/def2-TZVPD) on a single C6H10O2 molecule.

For the LUMO energy, the calculation gives 0.73 eV. As for the structure (SMILES): C=C(C)CCC(=O)O.

Positions of all 18 atoms, in Å:
1 O 1.961 1.396 -2.498
2 O 2.971 0.335 -0.861
3 C -0.254 -0.575 2.134
4 C 1.957 0.703 -1.356
5 C -2.253 -0.747 0.699
6 C 0.034 -0.479 -0.286
7 C -0.768 -0.486 0.893
8 C 0.554 0.909 -0.677
9 H -2.477 -0.954 -0.327
10 H 0.781 -0.319 2.241
11 H 0.741 1.392 0.177
12 H -2.762 0.174 0.913
13 H -2.586 -1.623 1.144
14 H -0.648 -0.761 3.083
15 H -0.505 -0.850 -1.157
16 H -0.326 1.355 -1.270
17 H 2.790 1.662 -2.707
18 H 0.790 -1.132 -0.146

***

c:
ORCA calculation (ωB97M-V/def2-TZVPD) on a molecular structure, C6H10O2.

For the LUMO energy, the calculation gives 0.77 eV.

Positions of all 18 atoms, in Å:
1 O 1.287 -0.277 0.628
2 O -0.127 1.007 -2.404
3 C 0.055 0.490 -1.111
4 C -0.581 1.018 0.204
5 C -0.468 -0.909 -0.786
6 C -0.127 -0.402 0.634
7 C -0.591 -0.998 1.952
8 C 1.493 0.379 -0.638
9 H -0.204 1.925 0.731
10 H -1.703 1.001 0.134
11 H 0.394 1.864 -2.429
12 H -0.231 -2.004 2.045
13 H 2.097 -0.321 -1.215
14 H -0.190 -0.372 2.770
15 H -1.726 -0.959 2.038
16 H -1.519 -0.992 -0.935
17 H 0.123 -1.771 -1.170
18 H 2.019 1.321 -0.449

***

Which of them is the most stable, and which is the least stable? c and a, in that order.

***

a:
ORCA calculation (ωB97M-V/def2-TZVPD) on a single C6H12N2O2 molecule.

For the LUMO energy, the calculation gives 0.28 eV. As for the structure (SMILES): C[C@H]1CN(N=O)C[C@H](C)O1.

Positions of all 22 atoms, in Å:
1 O -1.154 -0.746 1.041
2 O 2.349 1.893 -0.760
3 N 1.382 1.401 -1.421
4 N 0.344 0.789 -0.603
5 C -0.976 -1.261 -0.321
6 C 1.234 -0.917 1.448
7 C -0.019 -0.051 1.532
8 C 0.223 1.148 0.738
9 C -2.427 -1.788 -0.587
10 C -0.675 0.012 -1.257
11 H -0.439 -0.374 -2.217
12 H -3.123 -0.911 -0.529
13 H -0.282 -2.081 -0.536
14 H -1.645 0.486 -1.180
15 H 1.661 -0.657 0.432
16 H -0.780 1.760 0.751
17 H 1.210 -2.075 1.569
18 H -2.638 -2.683 0.062
19 H 1.893 -0.667 2.266
20 H 0.973 1.807 1.077
21 H -0.304 0.175 2.470
22 H -2.332 -2.136 -1.559

***

b:
ORCA calculation (ωB97M-V/def2-TZVPD) on a single C6H12N2O2 molecule.

For the LUMO energy, the calculation gives 0.81 eV. As for the structure (SMILES): C[C@H]1CN(N=O)C[C@H](C)O1.

Positions of all 22 atoms, in Å:
1 O 3.496 -0.546 0.143
2 O -1.113 0.617 -0.586
3 N 2.455 -1.211 0.291
4 N 1.337 -0.703 -0.294
5 C 0.047 1.338 -0.464
6 C 0.112 -1.464 -0.204
7 C 1.258 0.603 -0.990
8 C -1.060 -0.610 0.261
9 C 0.412 1.810 0.906
10 C -2.450 -1.180 0.107
11 H 2.240 1.164 -0.985
12 H -3.144 -0.542 0.763
13 H -2.509 -2.177 0.531
14 H 0.289 -2.197 0.589
15 H 1.380 2.250 0.773
16 H -0.081 -1.948 -1.167
17 H -0.909 -0.292 1.347
18 H 1.101 0.393 -2.041
19 H -2.764 -1.099 -0.899
20 H 0.557 1.035 1.715
21 H -0.300 2.208 -1.112
22 H -0.353 2.551 1.317

***

Which of them is the most stable, and which is the least stable? b and a, in that order.

***

a:
ORCA calculation (ωB97M-V/def2-TZVPD) on 11 unconnected molecules or ions with the total composition C4H30NO10.

For the LUMO energy (alpha / beta), the calculation gives 0.13 / 0.04 eV. As for the spin multiplicity: 2.

Positions of all 45 atoms, in Å:
1 O -0.523 -2.331 2.158
2 O 0.064 3.427 -1.850
3 O 2.076 2.952 -0.056
4 O -3.083 -2.166 1.531
5 O 1.838 -2.591 0.397
6 O -2.620 -2.694 -2.460
7 O 3.183 -0.328 1.313
8 O 1.860 0.331 3.596
9 O -0.700 -0.724 -4.101
10 O 1.391 3.039 2.559
11 N -0.472 0.716 -1.984
12 C -1.381 0.714 0.230
13 C 0.560 0.179 -1.173
14 C 0.140 0.087 0.271
15 C -1.764 0.475 -1.260
16 H 1.238 2.191 3.004
17 H -2.011 0.111 0.845
18 H -3.791 -2.222 2.218
19 H -2.225 -0.446 -1.573
20 H -0.018 -0.936 0.704
21 H -3.376 -1.408 0.995
22 H 1.420 -3.102 1.115
23 H -0.763 3.654 -1.415
24 H 0.728 -0.872 -1.540
25 H -2.529 1.111 -1.734
26 H -0.776 -3.262 2.130
27 H -3.506 -2.953 -2.160
28 H 2.782 -1.175 1.062
29 H 0.074 -1.137 -4.506
30 H 0.614 0.601 1.099
31 H -1.351 1.806 0.466
32 H 1.932 3.597 3.122
33 H 2.159 2.777 0.909
34 H 3.383 0.376 0.697
35 H 1.564 0.676 -1.271
36 H -0.364 1.772 -2.216
37 H 2.346 -0.026 2.828
38 H -0.640 0.376 -2.984
39 H -1.386 -1.906 1.950
40 H 2.648 3.724 -0.165
41 H 0.801 3.395 -1.196
42 H 1.270 -0.314 3.997
43 H -1.384 -1.416 -4.126
44 H -1.997 -2.862 -1.727
45 H 2.590 -3.216 0.304

***

b:
ORCA calculation (ωB97M-V/def2-TZVPD) on 10 unconnected molecules or ions with the total composition C4H30NO10.

For the LUMO energy (alpha / beta), the calculation gives -0.03 / -0.07 eV. As for the spin multiplicity: 2.

Positions of all 45 atoms, in Å:
1 O 0.435 0.032 -2.381
2 O -1.962 1.214 -3.170
3 O -2.512 -1.405 0.053
4 O -0.050 2.313 -0.357
5 O 1.098 3.213 -2.626
6 O 1.985 -2.900 -1.713
7 O -2.673 1.622 -0.347
8 O 1.795 -2.505 2.675
9 O 1.377 3.587 2.037
10 O -1.545 -3.455 1.823
11 N 0.823 -0.090 0.123
12 C -0.659 -0.517 2.016
13 C -0.165 -1.134 0.727
14 C 2.232 -0.353 0.407
15 C -1.131 -1.510 -0.393
16 H 0.209 -0.438 2.674
17 H -0.911 0.519 1.783
18 H 1.756 -3.836 -1.719
19 H -0.242 3.040 0.279
20 H 0.946 -2.949 2.479
21 H -0.223 -0.289 -3.005
22 H -1.052 -2.561 -0.647
23 H 2.404 -0.573 1.461
24 H 1.106 -2.498 -1.719
25 H -1.760 1.978 -0.418
26 H -2.632 -0.518 0.425
27 H 0.341 0.987 -2.533
28 H -3.227 2.351 -0.058
29 H 0.524 3.917 -2.976
30 H 1.526 3.391 2.974
31 H 0.426 -2.020 0.887
32 H 2.022 3.498 -2.709
33 H -1.354 -1.061 2.639
34 H -2.894 1.192 -3.424
35 H -1.958 1.367 -2.213
36 H 1.937 -3.049 3.472
37 H 0.739 -0.214 -0.892
38 H 0.417 0.804 0.439
39 H 2.690 -1.104 -0.221
40 H 2.838 0.558 0.359
41 H 2.119 4.163 1.803
42 H 0.358 2.915 -1.037
43 H -1.149 -0.933 -1.317
44 H -2.273 -2.835 1.687
45 H -1.729 -3.913 2.652

***

Which of them is the most stable, and which is the least stable? a and b, in that order.

***

a:
ORCA calculation (ωB97M-V/def2-TZVPD) on a single C2H3Br2N molecule.

For the LUMO energy, the calculation gives -0.11 eV. As for the structure (SMILES): [H]/N=C(\Br)CBr.

Positions of all 8 atoms, in Å:
1 Br -2.020 0.294 1.506
2 Br 2.222 -0.393 -0.156
3 N -0.320 -0.958 -1.271
4 C 0.125 -0.240 -0.398
5 C -0.321 0.615 0.654
6 H 0.285 -1.489 -1.884
7 H -0.448 1.612 0.088
8 H 0.478 0.560 1.461

***

b:
ORCA calculation (ωB97M-V/def2-TZVPD) on a molecular structure, C2H3Br2N.

For the LUMO energy, the calculation gives 0.50 eV.

Positions of all 8 atoms, in Å:
1 Br -1.522 -1.817 -0.241
2 Br -2.865 1.070 -0.080
3 N -0.178 0.690 0.093
4 C 1.139 0.120 0.032
5 C -1.300 -0.046 -0.060
6 H 1.716 0.916 -0.309
7 H 1.537 -0.114 1.051
8 H 1.474 -0.819 -0.487

***

c:
ORCA calculation (ωB97M-V/def2-TZVPD) on a molecular structure, C2H3Br2N.

For the LUMO energy, the calculation gives 0.44 eV.

Positions of all 8 atoms, in Å:
1 Br 1.368 -1.809 0.030
2 Br 2.799 1.030 0.017
3 N 0.107 0.771 -0.051
4 C 1.215 0.067 0.051
5 C -1.148 0.079 0.009
6 H -1.802 0.481 -0.780
7 H -0.889 -0.908 -0.208
8 H -1.651 0.288 0.932

***

Which of them is the most stable, and which is the least stable? a and b, in that order.

***

a:
ORCA calculation (ωB97M-V/def2-TZVPD) on a single C2H3NO molecule.

For the LUMO energy, the calculation gives 0.70 eV. As for the structure (SMILES): N#CCO.

Positions of all 7 atoms, in Å:
1 O 0.898 -0.754 0.112
2 N -2.103 -0.445 0.090
3 C -1.036 0.098 -0.022
4 C 0.311 0.419 0.023
5 H 0.659 1.020 1.016
6 H 0.628 -1.517 -0.399
7 H 0.642 1.179 -0.820

***

b:
ORCA calculation (ωB97M-V/def2-TZVPD) on a single C2H3NO molecule.

For the LUMO energy, the calculation gives 0.70 eV. As for the structure (SMILES): COC#N.

Positions of all 7 atoms, in Å:
1 O 0.130 -0.940 -0.097
2 N 2.412 0.008 0.052
3 C -0.762 0.156 -0.007
4 C 1.386 -0.502 -0.024
5 H -0.422 0.681 0.842
6 H -0.918 0.823 -0.947
7 H -1.826 -0.227 0.182

***

Which of them is the most stable, and which is the least stable? b and a, in that order.

***

a:
ORCA calculation (ωB97M-V/def2-TZVPD) on 4 unconnected molecules or ions with the total composition C2H14NO4.

For the LUMO energy, the calculation gives -2.99 eV. Its net charge is +1.

Positions of all 21 atoms, in Å:
1 O 1.135 1.490 1.576
2 O -1.916 -1.758 1.030
3 O 2.872 3.599 0.940
4 O -0.752 -2.410 -3.203
5 N -0.178 -1.249 -0.761
6 C -1.349 -0.485 1.265
7 C -0.730 -0.047 -0.069
8 H 0.115 -2.799 -3.379
9 H -1.612 0.290 -0.616
10 H 0.948 2.299 2.061
11 H 1.966 1.689 1.135
12 H -1.338 -2.685 -3.918
13 H 0.180 -0.968 -1.676
14 H -2.833 -1.836 1.308
15 H 0.598 -1.708 -0.289
16 H 2.706 4.403 1.444
17 H 3.796 3.648 0.663
18 H -0.896 -1.948 -0.961
19 H -2.067 0.275 1.574
20 H -0.035 0.770 -0.189
21 H -0.611 -0.571 2.066

***

b:
ORCA calculation (ωB97M-V/def2-TZVPD) on 4 unconnected molecules or ions with the total composition C2H14NO4.

For the LUMO energy, the calculation gives -3.05 eV. Its net charge is +1.

Positions of all 21 atoms, in Å:
1 O -4.580 0.835 -0.703
2 O 3.236 1.899 -0.590
3 O 1.516 -2.674 -0.313
4 O -2.158 -0.321 0.307
5 N 0.943 0.828 0.826
6 C 0.953 -1.711 0.545
7 C 0.882 -0.327 -0.108
8 H 4.124 1.517 -0.465
9 H 1.539 -1.726 1.466
10 H 3.262 2.132 -1.501
11 H -0.061 -2.063 0.760
12 H 1.763 -0.277 -0.751
13 H -2.795 -0.857 0.770
14 H -0.011 1.159 0.995
15 H -5.479 0.651 -1.005
16 H 1.510 1.611 0.485
17 H 1.374 -2.551 -1.261
18 H -4.680 1.536 -0.076
19 H -2.666 0.012 -0.416
20 H -0.017 -0.254 -0.708
21 H 1.345 0.581 1.744

***

Which of them is the most stable, and which is the least stable? a and b, in that order.

***

a:
ORCA calculation (ωB97M-V/def2-TZVPD) on a single C2H5NS2 molecule.

For the LUMO energy, the calculation gives 0.14 eV. As for the structure (SMILES): CC(=S)NS.

Positions of all 10 atoms, in Å:
1 S -1.894 -0.567 -0.185
2 S 2.364 -0.767 -0.097
3 N -0.252 -1.115 -0.254
4 C 0.336 1.171 -0.103
5 C 0.783 -0.219 -0.222
6 H 0.062 1.553 0.935
7 H 0.076 -2.126 -0.129
8 H -2.216 -1.232 1.181
9 H 1.247 1.805 -0.343
10 H -0.506 1.496 -0.783

***

b:
ORCA calculation (ωB97M-V/def2-TZVPD) on a molecular structure, C2H5NS2.

For the LUMO energy (alpha / beta), the calculation gives -0.52 / -0.55 eV.

Positions of all 10 atoms, in Å:
1 S 1.793 -1.330 -0.345
2 S 2.675 0.470 0.408
3 N 0.468 -0.326 -0.569
4 C -1.934 -0.744 0.064
5 C 0.997 0.948 0.018
6 H -1.828 -0.828 -1.018
7 H -1.881 0.246 0.485
8 H 1.006 1.692 -0.740
9 H 0.506 1.421 0.938
10 H -1.802 -1.549 0.760

***

Which of them is the most stable, and which is the least stable? a and b, in that order.

***

a:
ORCA calculation (ωB97M-V/def2-TZVPD) on a single C2H5NS2 molecule.

For the LUMO energy (alpha / beta), the calculation gives -1.23 / -1.20 eV.

Positions of all 10 atoms, in Å:
1 S -3.701 0.593 0.332
2 S -0.602 -0.788 -0.151
3 N -2.757 -0.671 0.248
4 C 1.946 0.220 0.216
5 C 0.676 0.257 -0.367
6 H 2.049 0.334 1.384
7 H -3.048 -1.371 -0.498
8 H 2.391 -0.784 0.070
9 H 0.319 1.211 -0.961
10 H 2.728 0.999 -0.273

***

b:
ORCA calculation (ωB97M-V/def2-TZVPD) on 2 unconnected molecules or ions with the total composition C2H5NS2.

For the LUMO energy, the calculation gives -0.14 eV.

Positions of all 10 atoms, in Å:
1 S 2.889 0.586 -0.790
2 S -1.040 1.295 -0.383
3 N -0.639 -0.333 0.610
4 C -1.718 -0.360 -0.230
5 C 0.122 -0.845 1.399
6 H 2.079 0.859 -1.783
7 H 1.014 -0.405 1.983
8 H -1.646 -1.032 -1.085
9 H -2.731 -0.419 0.231
10 H 1.669 0.653 0.048

***

Which of them is the most stable, and which is the least stable? a and b, in that order.